No. 1
One molecule with the formula C20H17N3O3 at a distorted geometry. Source: OMol25; level of theory: ωB97M-V/def2-TZVPD.

Last column: natural (NBO) charge in e.
Geometry (Å):
O1 5.417 0.891 0.116  -0.589
O2 2.012 0.263 1.823  -0.650
O3 3.393 0.608 -0.814  -0.511
N1 -0.781 -0.633 1.058  -0.339
N2 2.601 -2.550 -0.217  -0.216
N3 2.742 -1.470 0.553  -0.214
C1 -3.893 -2.165 -0.202  -0.191
C2 4.100 -1.023 0.747  -0.321
C3 3.516 1.830 -1.531  -0.266
C4 -0.622 2.002 -0.266  -0.240
C5 0.261 -2.301 -0.065  -0.056
C6 -1.754 -1.393 0.461  0.235
C7 -2.583 2.424 1.044  -0.233
C8 -2.953 3.428 0.165  -0.207
C9 -1.415 1.704 0.835  0.053
C10 0.430 -1.165 0.736  0.083
C11 -0.998 0.600 1.776  -0.269
C12 4.395 0.275 -0.003  0.801
C13 -1.146 -2.462 -0.244  -0.121
C14 -3.303 -3.226 -0.895  -0.235
C15 1.738 -0.694 1.109  0.599
C16 -1.935 -3.385 -0.926  -0.168
C17 -3.136 -1.238 0.481  -0.263
C18 -0.994 3.001 -1.146  -0.189
C19 -2.161 3.715 -0.932  -0.217
C20 1.416 -2.975 -0.514  0.005
H1 -3.936 -3.928 -1.416  0.215
H2 1.372 -3.859 -1.130  0.207
H3 -2.452 4.496 -1.620  0.214
H4 -0.371 3.226 -1.999  0.211
H5 0.294 1.451 -0.427  0.216
H6 4.567 2.039 -1.739  0.211
H7 2.955 1.708 -2.455  0.194
H8 -3.203 2.205 1.902  0.206
H9 -3.863 3.984 0.338  0.214
H10 -0.052 0.864 2.259  0.273
H11 4.772 -1.803 0.387  0.256
H12 -4.969 -2.072 -0.205  0.216
H13 4.286 -0.833 1.809  0.252
H14 3.095 2.643 -0.937  0.193
H15 -1.762 0.440 2.544  0.206
H16 -1.479 -4.202 -1.464  0.214
H17 -3.600 -0.419 1.005  0.222

Computed properties:
* total charge: 0
* energy above the lowest of the compared OMol25 structures with the same formula, charge and spin: 0.8741 eV
* SMILES: COC(=O)Cn1ncc2c3ccccc3n(Cc3ccccc3)c2c1=O
* E_HOMO: -8.20 eV
* lowest unoccupied orbital energy: 0.0108 hartree
* HOMO-LUMO gap: 8.49 eV

***

No. 2
One molecule with the formula C20H17N3O3 at a distorted geometry. Source: OMol25; level of theory: ωB97M-V/def2-TZVPD.

Last column: natural (NBO) charge in e.
Geometry (Å):
O1 3.117 -1.526 -0.216  -0.399
O2 0.127 -1.458 -0.007  -0.623
O3 -0.898 2.243 -1.242  -0.611
N1 0.384 0.716 0.656  -0.399
N2 -2.748 0.991 -1.066  -0.619
N3 2.454 1.831 0.776  -0.461
C1 -3.126 -1.333 -0.469  -0.233
C2 1.173 1.800 0.866  0.322
C3 -5.371 1.721 -0.200  -0.660
C4 -1.545 1.416 -0.637  0.676
C5 6.735 -1.041 -0.383  -0.187
C6 5.545 -1.735 -0.478  -0.273
C7 -5.250 -2.015 0.398  -0.207
C8 -1.054 0.850 0.704  -0.331
C9 -4.884 0.304 -0.133  0.044
C10 -3.959 -2.325 0.010  -0.199
C11 4.382 -1.040 -0.185  0.367
C12 -3.588 -0.024 -0.534  0.101
C13 3.035 0.662 0.407  0.146
C14 -5.725 -0.713 0.328  -0.020
C15 5.620 0.999 0.285  -0.158
C16 -7.131 -0.404 0.746  -0.633
C17 6.773 0.304 -0.008  -0.232
C18 2.312 -0.494 0.144  0.128
C19 4.408 0.320 0.196  -0.153
C20 0.881 -0.533 0.228  0.614
H1 -1.486 -0.130 0.906  0.269
H2 -2.122 -1.569 -0.789  0.252
H3 0.665 2.712 1.143  0.196
H4 5.510 -2.772 -0.768  0.229
H5 5.636 2.037 0.574  0.227
H6 -3.070 1.437 -1.917  0.411
H7 -3.603 -3.342 0.068  0.220
H8 -1.334 1.553 1.493  0.232
H9 -7.139 0.245 1.621  0.218
H10 -6.067 1.846 -1.030  0.221
H11 -4.546 2.416 -0.333  0.225
H12 -5.903 -2.796 0.759  0.210
H13 -5.898 1.986 0.715  0.222
H14 -7.667 0.108 -0.052  0.218
H15 7.661 -1.550 -0.604  0.217
H16 -7.665 -1.317 0.993  0.219
H17 7.728 0.804 0.052  0.216

Computed properties:
* total charge: 0
* energy above the lowest of the compared OMol25 structures with the same formula, charge and spin: 0.2316 eV
* SMILES: Cc1cccc(NC(=O)Cn2cnc3c(oc4ccccc43)c2=O)c1C
* E_HOMO: -8.50 eV
* lowest unoccupied orbital energy: 0.0115 hartree
* HOMO-LUMO gap: 8.81 eV

***

No. 3
C20H17N3ReS3Se as an isolated structure. Source: OMol25; level of theory: ωB97M-V/def2-TZVPD.

Last column: natural (NBO) charge in e.
Geometry (Å):
Re1 -0.133 0.077 0.689  0.854
Se1 0.365 -0.249 2.997  0.468
S1 0.505 -2.071 -0.056  -0.072
S2 -0.684 2.418 -2.917  0.572
S3 0.303 2.325 0.075  0.020
N1 -1.072 0.550 -1.190  -0.627
N2 2.228 -0.756 -1.631  -0.566
N3 0.921 -2.358 -2.658  -0.732
C1 -1.192 0.225 3.943  -0.273
C2 -1.704 0.093 -2.337  0.174
C3 -2.434 -1.087 -2.474  -0.250
C4 4.397 0.474 -5.004  -0.171
C5 2.962 -0.352 -2.805  0.146
C6 -2.874 -0.441 -4.771  -0.180
C7 -0.513 1.737 -1.364  -0.113
C8 -2.173 0.742 -4.635  -0.178
C9 -3.006 -1.339 -3.704  -0.175
C10 3.711 1.407 -4.237  -0.175
C11 3.669 -1.293 -3.542  -0.270
C12 -2.236 0.966 3.382  -0.149
C13 -2.358 0.082 6.032  -0.187
C14 1.282 -1.673 -1.593  0.388
C15 -1.584 1.000 -3.399  -0.249
C16 -3.342 1.250 4.156  -0.204
C17 2.981 0.997 -3.132  -0.243
C18 -1.240 -0.216 5.271  -0.180
C19 -3.403 0.808 5.478  -0.117
C20 4.380 -0.868 -4.657  -0.172
H1 -0.424 -0.779 5.702  0.244
H2 1.377 -2.222 -3.551  0.441
H3 -3.589 -2.239 -3.848  0.244
H4 3.711 -2.329 -3.232  0.234
H5 4.938 -1.590 -5.236  0.245
H6 -2.099 1.444 -5.453  0.249
H7 -2.567 -1.763 -1.640  0.238
H8 -4.154 1.830 3.739  0.245
H9 -2.407 -0.250 7.060  0.251
H10 3.745 2.455 -4.500  0.240
H11 2.443 1.714 -2.524  0.220
H12 2.470 -0.314 -0.759  0.428
H13 0.146 -2.998 -2.600  0.442
H14 -4.268 1.044 6.082  0.247
H15 4.961 0.797 -5.868  0.245
H16 -2.182 1.352 2.369  0.196
H17 -3.348 -0.670 -5.715  0.248

Computed properties:
* total charge: +2
* spin multiplicity: 4
* E_HOMO (spin up / spin down): -14.43 / -14.74 eV
* lowest unoccupied orbital energy (spin up / spin down): -0.3193 / -0.2929 hartree
* HOMO-LUMO gap (spin up / spin down): 5.74 / 6.77 eV

***

No. 4
C20H17N6O2RhSSe2 as an isolated structure. Source: OMol25; level of theory: ωB97M-V/def2-TZVPD.

Last column: natural (NBO) charge in e.
Geometry (Å):
Rh1 0.343 0.138 -1.449  1.152
Se1 -0.158 2.143 -3.207  0.291
Se2 2.162 1.819 -3.444  0.253
S1 -1.469 -0.101 0.732  2.302
O1 -2.421 -1.136 0.481  -0.891
O2 -1.506 1.099 -0.093  -0.952
N1 0.063 -2.879 1.220  -0.465
N2 0.056 -0.553 0.668  -0.972
N3 1.048 -2.002 -0.754  -0.540
N4 -0.700 -0.560 -3.350  -0.532
N5 -2.047 1.410 6.338  -0.576
N6 2.009 1.479 -0.656  -0.526
C1 2.405 1.625 0.610  0.065
C2 -1.916 2.109 4.064  -0.166
C3 -1.694 -1.777 -5.132  -0.217
C4 0.443 -4.099 0.833  0.126
C5 -1.278 0.570 -5.383  -0.229
C6 -1.156 -1.704 -3.856  0.071
C7 2.657 2.152 -1.610  0.029
C8 -1.927 1.081 5.068  0.254
C9 4.127 3.141 -0.036  -0.117
C10 -1.781 1.764 2.754  -0.180
C11 -1.662 0.404 2.418  -0.179
C12 0.384 -1.886 0.412  0.548
C13 1.142 -4.330 -0.341  -0.305
C14 -1.675 -0.630 3.387  -0.174
C15 -0.767 0.544 -4.105  0.022
C16 -1.755 -0.631 -5.903  -0.117
C17 3.469 2.441 0.958  -0.235
C18 1.422 -3.230 -1.122  0.105
C19 3.710 3.006 -1.354  -0.241
C20 -1.807 -0.302 4.697  -0.172
H1 3.774 2.520 1.992  0.244
H2 1.851 1.052 1.341  0.226
H3 -1.308 1.489 -5.950  0.256
H4 -2.146 2.374 6.626  0.432
H5 4.189 3.548 -2.157  0.254
H6 1.960 -3.316 -2.059  0.222
H7 0.173 -4.916 1.491  0.222
H8 -1.832 -1.067 5.463  0.248
H9 -1.580 -1.662 3.070  0.284
H10 -1.095 -2.575 -3.216  0.220
H11 -1.785 2.511 1.971  0.273
H12 1.450 -5.322 -0.635  0.256
H13 4.956 3.793 0.204  0.248
H14 -2.061 -2.723 -5.506  0.253
H15 -2.068 0.707 7.063  0.433
H16 -2.030 3.145 4.359  0.247
H17 -2.171 -0.661 -6.901  0.251

Computed properties:
* total charge: +2
* spin multiplicity: 5
* E_HOMO (spin up / spin down): -13.58 / -13.95 eV
* lowest unoccupied orbital energy (spin up / spin down): -0.2106 / -0.3238 hartree
* HOMO-LUMO gap (spin up / spin down): 7.85 / 5.13 eV

***

No. 5
One molecule with the formula C20H17N7O2 at a distorted geometry. Source: OMol25; level of theory: ωB97M-V/def2-TZVPD.

Last column: natural (NBO) charge in e.
Geometry (Å):
O1 -0.306 1.047 4.229  -0.289
O2 -0.602 -1.207 2.426  -0.525
N1 3.157 2.364 1.329  -0.274
N2 -0.355 -0.906 -4.977  -0.549
N3 -0.858 -0.619 -0.304  -0.474
N4 -0.486 2.190 4.997  -0.119
N5 -2.716 -0.250 -1.786  -0.526
N6 -1.928 2.251 3.175  -0.471
N7 -2.587 -0.496 -4.109  -0.483
C1 3.729 -0.824 0.066  -0.137
C2 -1.354 0.052 2.186  0.024
C3 2.015 -0.951 -2.059  -0.068
C4 -0.606 -0.785 -2.802  -0.159
C5 -1.136 0.430 0.639  -0.216
C6 0.853 -0.996 -3.024  -0.123
C7 -1.147 1.197 3.049  0.504
C8 -1.285 -0.833 -3.968  0.334
C9 2.690 -2.125 -1.694  -0.163
C10 -3.189 -0.134 -3.043  0.273
C11 0.928 -1.015 -4.358  -0.006
C12 3.158 0.409 -0.366  -0.211
C13 3.609 -2.037 -0.641  -0.222
C14 2.283 0.233 -1.416  -0.085
C15 -0.096 -1.786 0.138  -0.232
C16 -1.418 -0.527 -1.612  0.468
C17 3.101 1.585 0.424  0.265
C18 -0.689 -2.272 1.489  -0.060
C19 -1.363 2.874 4.280  0.302
C20 -1.732 4.278 4.550  -0.663
H1 2.369 -3.107 -2.067  0.228
H2 -1.175 4.999 3.906  0.237
H3 -4.204 0.346 -3.042  0.184
H4 0.915 -1.494 0.431  0.193
H5 -0.014 -2.620 -0.594  0.223
H6 -0.073 -3.198 1.792  0.195
H7 -0.730 -0.914 -5.965  0.440
H8 -1.844 1.163 0.248  0.249
H9 -1.499 4.542 5.594  0.236
H10 -1.668 -2.668 1.397  0.174
H11 1.540 0.999 -1.702  0.221
H12 -0.230 1.064 0.651  0.176
H13 4.209 -0.758 1.031  0.229
H14 3.997 -2.934 -0.271  0.223
H15 -2.762 4.562 4.320  0.237
H16 -2.419 -0.107 2.263  0.213
H17 1.920 -1.020 -4.812  0.227

Computed properties:
* total charge: 0
* energy above the lowest of the compared OMol25 structures with the same formula, charge and spin: 2.7178 eV
* SMILES: Cc1noc([C@H]2CN(c3ncnc4[nH]cc(-c5cccc(C#N)c5)c34)CCO2)n1
* E_HOMO: -8.47 eV
* lowest unoccupied orbital energy: -0.0064 hartree
* HOMO-LUMO gap: 8.29 eV

***

No. 6
C20H18Cl3O3Sn as an isolated structure at a distorted geometry. Source: OMol25; level of theory: ωB97M-V/def2-TZVPD.

Last column: natural (NBO) charge in e.
Geometry (Å):
Sn1 -0.934 -0.939 0.098  2.087
Cl1 -4.797 -4.931 -0.779  0.038
Cl2 -6.049 -3.180 1.205  0.040
Cl3 -3.808 -4.866 1.968  0.045
O1 -2.247 -2.871 0.507  -0.771
O2 0.974 -0.904 0.472  -0.939
O3 -4.020 -1.786 -0.411  -0.636
C1 -3.500 -2.723 0.197  0.756
C2 5.254 3.370 -1.105  -0.008
C3 0.003 -0.271 -2.544  -0.342
C4 -2.139 -1.132 -2.463  -0.263
C5 -4.504 -3.909 0.655  -0.203
C6 -1.035 -0.023 2.312  -0.354
C7 -1.305 1.243 1.666  -0.347
C8 4.600 4.014 -0.044  -0.248
C9 -1.373 0.021 -2.765  -0.296
C10 -2.698 1.287 1.384  -0.264
C11 -1.235 -2.162 -2.009  -0.288
C12 -3.277 0.054 1.755  -0.264
C13 -2.276 -0.768 2.345  -0.319
C14 2.310 1.308 1.109  0.181
C15 3.791 1.453 -0.856  -0.034
C16 4.830 2.095 -1.513  -0.246
C17 3.157 2.045 0.301  -0.197
C18 3.557 3.399 0.622  -0.027
C19 2.084 -0.184 1.058  -0.149
C20 0.105 -1.620 -2.088  -0.358
H1 1.857 1.791 1.971  0.220
H2 -4.335 -0.182 1.728  0.259
H3 6.147 3.806 -1.541  0.250
H4 2.053 -0.478 2.124  0.220
H5 -3.209 -1.269 -2.617  0.272
H6 0.847 0.384 -2.748  0.223
H7 -3.241 2.151 1.000  0.244
H8 -0.141 -0.286 2.865  0.247
H9 4.948 4.998 0.277  0.256
H10 3.477 0.447 -1.158  0.242
H11 -1.481 -3.205 -1.840  0.273
H12 -0.583 2.050 1.547  0.226
H13 -1.777 0.937 -3.198  0.242
H14 1.011 -2.206 -1.998  0.254
H15 2.917 -0.690 0.558  0.214
H16 3.081 3.894 1.471  0.240
H17 -2.395 -1.748 2.807  0.267
H18 5.354 1.583 -2.326  0.256

Computed properties:
* total charge: +1
* energy above the lowest of the compared OMol25 structures with the same formula, charge and spin: 0.0000 eV
* E_HOMO (spin up / spin down): -11.07 / -11.07 eV
* lowest unoccupied orbital energy (spin up / spin down): -0.2478 / -0.2478 hartree
* HOMO-LUMO gap (spin up / spin down): 4.33 / 4.33 eV